No. 1
Here is C62H73AsCl3N7O2RuSe as an isolated structure from OMol25. Energies are from ωB97M-V/def2-TZVPD.

Each line ends with the Mulliken charge.
Geometry (Å):
Ru (0.833192, -0.294356, 0.678766)  1.759
Cl (1.515606, 0.979613, 7.680266)  -0.132
C (1.196466, 1.103412, 5.992922)  -0.287
C (1.887828, 0.302483, 5.100019)  -0.690
C (1.592981, 0.397637, 3.756835)  1.411
Cl (2.435256, -0.608383, 2.623648)  -0.441
C (0.630374, 1.273597, 3.220132)  -2.501
O (0.359410, 1.379404, 1.951683)  0.408
C (-0.021572, 2.089868, 4.176233)  0.560
Cl (-1.171188, 3.223996, 3.580637)  -0.248
C (0.242992, 1.999780, 5.527269)  -0.327
H (2.640751, -0.387063, 5.457972)  0.552
H (-0.295909, 2.628576, 6.222732)  0.502
O (-0.459448, -1.158626, 2.149579)  0.067
As (-0.884888, -2.675498, 2.716642)  0.942
C (-0.995272, -2.443831, 4.627885)  0.472
C (-0.835430, -1.179207, 5.177368)  -0.029
C (-0.948584, -1.006355, 6.549884)  -0.537
C (-1.236963, -2.092753, 7.362236)  -0.966
C (-1.425823, -3.352487, 6.806057)  -0.807
C (-1.302237, -3.532651, 5.438833)  -0.662
C (-2.708701, -3.178721, 2.345588)  1.045
C (-3.147882, -4.487326, 2.497227)  -0.641
C (-4.509865, -4.749837, 2.467530)  -0.829
C (-5.416995, -3.713874, 2.292796)  -0.576
C (-4.970066, -2.410357, 2.119205)  -0.800
C (-3.610344, -2.139550, 2.143824)  -0.529
C (0.453093, -4.051980, 2.466355)  0.475
C (1.515682, -4.042391, 3.366710)  -0.449
C (2.504380, -5.009532, 3.273333)  -0.881
C (2.425167, -5.991053, 2.295740)  -0.681
C (1.352747, -6.012392, 1.414488)  -0.744
C (0.362738, -5.043464, 1.494289)  -0.024
H (-0.638919, -0.337376, 4.524755)  0.117
H (-0.822051, -0.021356, 6.979302)  0.657
H (-1.317157, -1.958408, 8.432696)  0.430
H (-1.681224, -4.189700, 7.441758)  0.441
H (-1.450553, -4.514687, 5.002744)  0.414
H (-2.434147, -5.293089, 2.626658)  0.420
H (-4.867169, -5.763247, 2.594431)  0.469
H (-6.477915, -3.926531, 2.293085)  0.436
H (-5.680726, -1.605545, 1.983940)  0.474
H (-3.225840, -1.133188, 2.013095)  0.334
H (1.552596, -3.293560, 4.149828)  0.438
H (3.324318, -5.009731, 3.979141)  0.498
H (3.191235, -6.752338, 2.228811)  0.443
H (1.272346, -6.795701, 0.671821)  0.495
H (-0.480041, -5.073530, 0.820841)  0.311
C (7.058584, 2.076558, -0.562621)  -1.828
C (5.639285, 2.060415, -0.064327)  -0.384
C (5.193992, 2.996750, 0.873582)  -0.560
C (3.849566, 3.041630, 1.267033)  0.477
C (3.361892, 4.071952, 2.247474)  -1.822
C (2.980759, 2.116652, 0.741395)  0.941
C (3.412098, 1.060599, -0.110323)  -0.502
C (4.764955, 1.103979, -0.541850)  -0.583
N (2.517366, 0.091547, -0.413963)  1.252
C (2.785597, -0.981926, -1.371831)  2.238
C (1.501381, -1.815300, -1.455154)  -1.766
C (1.639369, -2.980016, -2.439639)  0.490
C (1.925240, -2.400254, -3.826712)  -1.616
C (3.216329, -1.578632, -3.770621)  0.035
C (4.380528, -2.466899, -3.319379)  -1.227
C (4.072948, -3.064805, -1.941956)  0.236
C (2.791870, -3.894836, -2.023406)  -1.504
C (3.894066, -1.952793, -0.902090)  -1.358
C (3.062245, -0.422657, -2.782523)  -0.947
H (7.682390, 2.738876, 0.033419)  0.437
H (7.088240, 2.425353, -1.596506)  0.331
H (7.493232, 1.077460, -0.542965)  0.366
H (5.893918, 3.712794, 1.288516)  0.475
H (3.491179, 5.081503, 1.853954)  0.418
H (3.932065, 4.007356, 3.175015)  0.458
H (2.307712, 3.919464, 2.475804)  0.201
H (1.929088, 2.191266, 0.977681)  -0.261
H (5.158548, 0.386583, -1.242881)  0.924
H (0.691250, -1.173868, -1.808439)  -0.446
H (1.266601, -2.222384, -0.441605)  0.096
H (0.703850, -3.546644, -2.453223)  0.636
H (1.094232, -1.767399, -4.155141)  0.416
H (2.039013, -3.213685, -4.546004)  0.613
H (3.433898, -1.171606, -4.760601)  0.289
H (5.308005, -1.887921, -3.283003)  0.538
H (4.530911, -3.273995, -4.039782)  0.621
H (4.905875, -3.698281, -1.628895)  0.335
H (2.577151, -4.360287, -1.059595)  0.221
H (2.904799, -4.687586, -2.766568)  0.620
H (4.840289, -1.442407, -0.739523)  0.884
H (3.589674, -2.380726, 0.060967)  0.209
H (2.223585, 0.223308, -3.061084)  -0.105
H (3.962591, 0.189645, -2.794104)  1.096
C (-4.950577, -3.976608, -2.113401)  -1.321
C (-4.485890, -3.067885, -3.245306)  0.781
C (-5.030422, -1.649097, -3.082875)  -1.345
C (-2.953819, -3.087630, -3.362080)  -1.420
N (-2.279695, -2.589014, -2.172802)  1.090
C (-2.100749, -1.331533, -1.746061)  -1.454
N (-1.426807, -1.363194, -0.617058)  0.402
N (-1.209381, -2.658788, -0.371322)  0.688
N (-1.707922, -3.401324, -1.289418)  -1.246
H (-6.031643, -3.914784, -1.989953)  0.419
H (-4.496451, -3.693587, -1.162136)  0.112
H (-4.693018, -5.017345, -2.315852)  0.398
H (-4.853172, -3.469973, -4.192712)  0.386
H (-4.763075, -1.232059, -2.109035)  0.190
H (-6.117279, -1.664919, -3.150350)  0.484
H (-4.659085, -0.989992, -3.871794)  0.347
H (-2.634107, -2.481218, -4.209840)  0.431
H (-2.611439, -4.111757, -3.499899)  0.414
H (-2.427212, -0.443228, -2.258201)  0.826
C (0.072490, 3.479210, -4.549499)  -0.902
C (1.572664, 3.634502, -4.298278)  -0.142
C (1.923520, 4.613473, -3.174764)  -0.884
C (1.687364, 4.085732, -1.755395)  0.328
N (0.296248, 4.176313, -1.325750)  0.902
C (-0.534680, 3.148192, -1.078940)  -0.189
Se (-0.129797, 1.334697, -1.300498)  -0.713
N (-1.749664, 3.625733, -0.756810)  0.644
C (-2.941933, 2.808877, -0.556305)  -1.225
C (-3.602183, 2.419320, -1.884657)  0.300
C (-4.335196, 3.560695, -2.595651)  -0.637
C (-5.683895, 3.883678, -1.954415)  -1.397
C (-1.707663, 5.009552, -0.800823)  0.168
C (-2.678924, 5.975732, -0.561551)  -0.614
C (-2.299462, 7.294420, -0.700002)  -0.726
C (-0.988394, 7.647655, -1.048575)  -0.930
C (-0.017393, 6.693256, -1.270775)  -0.608
C (-0.401514, 5.360911, -1.152510)  0.553
H (-0.098213, 2.881352, -5.444816)  0.454
H (-0.396066, 4.452875, -4.704958)  0.332
H (-0.425316, 2.979547, -3.716748)  0.036
H (2.040002, 4.002524, -5.213253)  0.463
H (2.014424, 2.656982, -4.080406)  -0.117
H (1.361086, 5.537229, -3.324485)  0.372
H (2.983600, 4.863549, -3.246221)  0.470
H (2.291827, 4.650457, -1.042703)  0.458
H (1.978524, 3.038121, -1.694476)  -0.917
H (-3.633861, 3.369131, 0.070823)  0.792
H (-2.636724, 1.911687, -0.019179)  -0.165
H (-4.319581, 1.619738, -1.676610)  0.479
H (-2.824193, 2.014816, -2.539600)  -0.145
H (-4.498175, 3.267394, -3.634179)  0.477
H (-3.707813, 4.454665, -2.616915)  0.298
H (-6.278007, 2.975937, -1.838423)  0.358
H (-6.247675, 4.575644, -2.578106)  0.424
H (-5.567875, 4.341387, -0.969901)  0.278
H (-3.690146, 5.715865, -0.280169)  0.364
H (-3.026865, 8.075408, -0.527848)  0.457
H (-0.732537, 8.693945, -1.141464)  0.455
H (0.995277, 6.976308, -1.521177)  0.539

Atoms 1-2, force components in eV/Å:
Ru 1.125 2.306 0.296
Cl 0.129 0.059 0.137

- E_HOMO (spin up / spin down): -12.04 / -12.02 eV
- Total charge: +2

***

No. 2
Here is a 7-piece molecular cluster, C62H73BClN2O31 overall from OMol25. Energies are from ωB97M-V/def2-TZVPD.

Each line ends with the Mulliken charge.
Geometry (Å):
C (-3.285502, -2.599079, 4.707306)  -0.164
C (-3.261321, -1.816405, 3.777898)  -1.373
C (-3.033949, -0.999417, 2.593780)  -0.007
N (-1.631788, -1.164707, 2.054848)  1.227
B (-1.519982, -2.669069, 1.732251)  1.270
O (-2.612861, -3.366647, 1.309082)  -0.621
O (-0.356273, -3.347618, 1.775709)  -0.837
C (-1.663937, -0.252712, 0.826982)  -0.572
C (-1.826597, -0.854809, -0.588425)  -1.640
C (-3.244096, -1.258584, -1.023459)  0.116
O (-3.304113, -2.658209, -1.307347)  -0.636
C (-3.581270, -0.543075, -2.343551)  -0.994
N (-4.080378, 0.816284, -1.994685)  -0.529
C (-0.311714, 0.549284, 0.774283)  -2.775
C (0.588133, -0.002492, 1.960342)  1.666
C (1.423711, -1.044365, 1.172556)  -0.392
C (2.448849, -1.888774, 1.949717)  -1.083
C (2.641720, -3.312261, 1.385150)  -0.787
C (2.765963, -3.351452, -0.134374)  0.062
C (3.112472, -4.781099, -0.596477)  -0.991
C (1.976113, -5.751861, -0.292897)  -0.029
C (2.105165, -7.103169, -1.003088)  -0.818
O (3.466524, -7.479404, -0.991077)  -0.342
C (3.824605, -8.187877, -2.161471)  -0.860
C (1.569307, 1.018036, 2.553682)  -2.379
C (1.526976, 2.421420, 1.921235)  1.341
C (2.232476, 2.519000, 0.565939)  -1.408
Cl (2.450160, 3.482265, 3.073764)  -0.349
C (-0.546278, -0.514066, 2.873054)  0.630
O (0.139461, -1.410008, 3.755086)  -0.552
C (-1.048633, 0.510567, 3.923508)  -1.790
C (-1.567827, 1.868212, 3.425971)  -0.226
O (-2.609830, 2.265406, 4.356378)  -0.453
C (-3.692681, 2.781795, 3.706969)  0.396
O (-4.411834, 2.099352, 3.032419)  -0.547
C (-3.970448, 4.268247, 3.914575)  -0.030
C (-4.917059, 4.756060, 2.811483)  -1.212
H (-3.246265, -3.290250, 5.502772)  0.464
H (-3.773524, -1.269442, 1.852564)  0.574
H (-3.273349, 0.035578, 2.829818)  0.750
H (-3.065564, -3.794931, 2.046909)  0.294
H (-0.103002, -3.651386, 0.893798)  0.164
H (-2.417284, 0.522663, 0.853411)  0.810
H (-1.101485, -1.629430, -0.841580)  0.345
H (-1.564380, -0.036205, -1.251434)  0.897
H (-4.018729, -0.927872, -0.331786)  0.406
H (-4.090061, -3.000845, -0.877905)  0.367
H (-4.373932, -1.046984, -2.877058)  0.293
H (-2.689948, -0.396802, -2.951875)  0.396
H (-4.792497, 1.099669, -2.655681)  0.268
H (-3.343830, 1.496055, -2.138011)  0.198
H (0.225299, 0.483149, -0.160953)  1.025
H (-0.652806, 1.580210, 0.852965)  0.490
H (0.795793, -1.680262, 0.555233)  -0.794
H (1.986811, -0.461740, 0.448351)  0.866
H (2.298856, -1.940803, 3.022289)  0.502
H (3.423283, -1.417161, 1.810062)  0.469
H (1.923031, -4.016590, 1.787928)  0.004
H (3.614365, -3.628414, 1.765204)  0.578
H (3.556756, -2.686769, -0.481465)  0.343
H (1.855000, -3.046052, -0.660808)  -0.034
H (3.341134, -4.803025, -1.662354)  0.346
H (4.037446, -5.054273, -0.096288)  0.348
H (1.013765, -5.282921, -0.518583)  0.040
H (1.974646, -5.952339, 0.779199)  0.227
H (1.714314, -7.013748, -2.016966)  0.433
H (1.538839, -7.839655, -0.429098)  0.359
H (3.589816, -7.631544, -3.070993)  0.333
H (3.350360, -9.170199, -2.171659)  0.309
H (4.899789, -8.340597, -2.136344)  0.368
H (2.606501, 0.711751, 2.463656)  0.580
H (1.433041, 1.179034, 3.618851)  0.512
H (0.537352, 2.849388, 1.864484)  0.156
H (1.665974, 3.214311, -0.054054)  0.367
H (2.270719, 1.583983, 0.011904)  0.254
H (3.231176, 2.933886, 0.626636)  0.294
H (-0.496137, -1.816969, 4.356542)  0.542
H (-1.853338, 0.078483, 4.515262)  0.799
H (-0.266078, 0.705985, 4.638373)  0.578
H (-0.783948, 2.613812, 3.530875)  -0.172
H (-2.032648, 1.852282, 2.446139)  0.722
H (-3.009687, 4.777747, 3.870349)  0.268
H (-4.412789, 4.369327, 4.902418)  0.294
H (-5.910257, 4.385822, 3.036909)  0.284
H (-4.940144, 5.841417, 2.838465)  0.381
H (-4.589305, 4.393261, 1.846885)  0.342
C (2.761108, -12.525277, -3.290430)  -0.927
C (3.361498, -13.723133, -3.294962)  0.388
C (4.406615, -14.078026, -4.313759)  0.957
O (4.925588, -15.174399, -4.250758)  -0.605
C (4.741066, -13.088688, -5.328491)  -0.915
C (4.137757, -11.893940, -5.324375)  0.333
C (3.112889, -11.530823, -4.290217)  0.966
O (2.615534, -10.419337, -4.331880)  -0.625
O (4.405193, -10.956183, -6.229188)  -0.560
O (3.076035, -14.666257, -2.406776)  -0.565
H (2.009419, -12.258147, -2.561169)  0.437
H (5.482030, -13.360322, -6.066869)  0.422
H (3.838629, -10.195806, -6.001327)  0.345
H (3.646973, -15.426532, -2.629588)  0.362
C (7.955396, 3.482883, 0.282765)  -1.103
C (8.434998, 3.995183, -0.857971)  0.407
C (7.724608, 5.097716, -1.585381)  0.991
O (8.219871, 5.531927, -2.605967)  -0.602
C (6.470199, 5.590032, -1.031836)  -0.820
C (5.987331, 5.077839, 0.106459)  0.348
C (6.714233, 3.989185, 0.849629)  0.958
O (6.243116, 3.567899, 1.889095)  -0.568
O (4.839398, 5.508223, 0.635010)  -0.580
O (9.560993, 3.565467, -1.414301)  -0.562
H (8.460115, 2.690040, 0.816347)  0.432
H (5.959791, 6.373320, -1.574385)  0.438
H (4.701317, 4.996507, 1.454174)  0.265
H (9.682828, 4.099068, -2.222655)  0.360
C (-6.601472, -1.277623, -5.513477)  -0.985
C (-7.358424, -2.109173, -6.243060)  0.301
C (-6.840703, -2.745647, -7.502040)  0.993
O (-7.571595, -3.503987, -8.106319)  -0.610
C (-5.489925, -2.415904, -7.934049)  -0.943
C (-4.737390, -1.582131, -7.205219)  0.254
C (-5.246319, -0.968391, -5.934706)  0.948
O (-4.503562, -0.231465, -5.305760)  -0.650
O (-3.497436, -1.244707, -7.554853)  -0.495
O (-8.600413, -2.422262, -5.904287)  -0.565
H (-6.962648, -0.815259, -4.605377)  0.458
H (-5.132902, -2.865357, -8.850119)  0.632
H (-3.181442, -0.636959, -6.861647)  0.331
H (-8.920529, -3.036511, -6.593341)  0.366
C (-0.215372, 5.576537, 7.387160)  -1.044
C (0.648070, 5.186342, 6.443909)  0.341
C (2.116466, 5.479046, 6.545894)  1.007
O (2.834550, 5.070764, 5.653201)  -0.476
C (2.592677, 6.230083, 7.693903)  -1.071
C (1.729494, 6.626617, 8.641190)  0.284
C (0.262770, 6.310521, 8.551896)  1.120
O (-0.467782, 6.681735, 9.449438)  -0.642
O (2.110368, 7.316335, 9.705983)  -0.596
O (0.270767, 4.513198, 5.354180)  -0.322
H (-1.274750, 5.369939, 7.325652)  0.513
H (3.649786, 6.448454, 7.746230)  0.481
H (1.300576, 7.477893, 10.228705)  0.331
H (1.090863, 4.356559, 4.840231)  0.120
C (-2.915954, 0.090280, -13.148237)  -0.926
C (-3.605711, -0.756670, -12.374342)  0.362
C (-2.928414, -1.615600, -11.346382)  0.969
O (-3.614518, -2.350837, -10.660531)  -0.586
C (-1.482738, -1.529720, -11.221502)  -1.028
C (-0.791356, -0.685185, -11.997793)  0.418
C (-1.470588, 0.193691, -13.008091)  0.950
O (-0.786289, 0.950982, -13.667344)  -0.608
O (0.529460, -0.569155, -11.925342)  -0.574
O (-4.925792, -0.890420, -12.464000)  -0.570
H (-3.392646, 0.715109, -13.890105)  0.425
H (-1.005429, -2.165397, -10.489331)  0.448
H (0.775539, 0.104802, -12.587651)  0.361
H (-5.173601, -1.559917, -11.799622)  0.348
C (-1.301634, 9.994445, 9.260450)  -0.899
C (-0.261730, 10.578398, 9.867377)  0.200
C (-0.082394, 12.067710, 9.872817)  0.924
O (0.876055, 12.531450, 10.459362)  -0.623
C (-1.064518, 12.880488, 9.170376)  -0.998
C (-2.104049, 12.298073, 8.559404)  0.336
C (-2.296356, 10.809553, 8.576891)  1.013
O (-3.270732, 10.344016, 8.017370)  -0.628
O (-3.026917, 12.994017, 7.903082)  -0.556
O (0.677993, 9.881290, 10.504275)  -0.492
H (-1.441001, 8.921849, 9.253836)  0.598
H (-0.916635, 13.951044, 9.166429)  0.422
H (-3.663273, 12.338735, 7.560465)  0.361
H (1.308638, 10.540532, 10.853160)  0.347

Atoms 1-2, force components in eV/Å:
C 0.213 1.345 -1.708
C 0.443 -1.518 1.362

- E_HOMO: -10.81 eV
- Total charge: +1

***

Short version: calculated total energy = -246325.7528; -145119.3206 eV, in the order given.